Entry 1:
ORCA calculation (ωB97M-V with the def2-TZVPD basis set) on a structure of composition C42H46BrIN2O2RhSb.

Values from the calculation:
**E**: -5109.933871 Ha
**Net charge**: +2
**Gap between HOMO and LUMO (alpha / beta)**: 6.22 / 6.22 eV
**LUMO (alpha / beta)**: -0.266 / -0.266 Eh

Element x y z (Å)
Rh 0.757 -0.137 -0.052
Br 5.575 2.387 1.725
C 5.316 2.074 -0.114
C 6.041 2.830 -1.027
C 5.874 2.627 -2.387
C 4.988 1.662 -2.851
C 4.264 0.901 -1.949
C 4.431 1.115 -0.589
I 3.297 -0.010 0.770
H 6.733 3.576 -0.661
H 6.442 3.225 -3.086
H 4.858 1.504 -3.913
H 3.557 0.160 -2.300
C -2.654 1.529 5.211
N -2.137 1.391 3.853
N -0.892 0.862 3.615
C -0.765 0.641 2.284
O 0.388 0.255 1.841
C -1.980 0.984 1.680
C -2.807 1.438 2.694
C -4.223 1.890 2.627
C 0.174 0.950 4.571
C 0.792 -0.213 4.999
C 1.843 -0.123 5.901
C 2.249 1.118 6.373
C 1.613 2.276 5.941
C 0.574 2.196 5.026
H -2.068 0.899 5.875
H -3.688 1.199 5.234
H -2.588 2.562 5.547
H -2.201 0.952 0.628
H -4.510 2.055 1.591
H -4.371 2.817 3.179
H -4.888 1.134 3.048
H 0.445 -1.172 4.636
H 2.334 -1.022 6.249
H 3.060 1.184 7.085
H 1.930 3.241 6.311
H 0.081 3.091 4.664
C -0.921 -4.910 -1.877
C -2.316 -4.409 -1.611
C -3.380 -5.303 -1.737
C -4.698 -4.916 -1.548
C -4.999 -3.599 -1.232
C -3.967 -2.688 -1.099
C -2.641 -3.088 -1.284
Sb -1.307 -1.442 -1.233
C -1.560 -0.716 -3.198
C -1.202 -1.554 -4.253
C -1.384 -1.139 -5.562
C -1.936 0.110 -5.808
C -2.320 0.927 -4.754
C -2.148 0.528 -3.432
C -2.624 1.396 -2.297
C 0.698 -2.171 -1.244
C 1.586 -1.914 -2.305
C 2.858 -2.473 -2.303
C 3.261 -3.260 -1.234
C 2.412 -3.472 -0.153
C 1.131 -2.933 -0.120
C 0.232 -3.218 1.064
H -0.962 -5.902 -2.324
H -0.331 -4.994 -0.965
H -0.377 -4.263 -2.565
H -3.161 -6.330 -2.002
H -5.490 -5.644 -1.658
H -6.024 -3.284 -1.093
H -4.206 -1.657 -0.856
H -0.788 -2.539 -4.062
H -1.107 -1.789 -6.381
H -2.081 0.445 -6.827
H -2.773 1.889 -4.960
H -2.964 2.366 -2.655
H -1.813 1.567 -1.582
H -3.469 0.930 -1.778
H 1.256 -1.315 -3.145
H 3.523 -2.311 -3.141
H 4.244 -3.713 -1.238
H 2.745 -4.087 0.674
H 0.682 -3.971 1.710
H -0.744 -3.600 0.754
H 0.058 -2.328 1.674
C -0.518 3.790 -0.663
C 0.719 2.939 -0.392
C 1.133 3.088 1.064
C 1.850 3.374 -1.312
O 0.328 1.592 -0.753
H -0.297 4.841 -0.468
H -1.345 3.490 -0.014
H -0.824 3.694 -1.705
H 1.453 4.119 1.227
H 1.967 2.441 1.320
H 0.299 2.894 1.737
H 2.051 4.439 -1.187
H 1.576 3.196 -2.352
H 2.771 2.832 -1.090


Entry 2:
ORCA calculation (ωB97M-V with the def2-TZVPD basis set) on a structure of composition C42H46HfN4O2S2Te.

Values from the calculation:
**E**: -3109.834939 Ha
**Net charge**: +1
**Gap between HOMO and LUMO (alpha / beta)**: 5.09 / 6.68 eV
**Spin multiplicity**: 2
**LUMO (alpha / beta)**: -0.111 / -0.114 Eh

Element x y z (Å)
Hf 1.068 -0.190 1.037
C 3.166 2.324 -0.352
C 2.580 2.784 0.948
C 2.838 4.064 1.401
C 2.258 4.501 2.582
C 1.407 3.657 3.259
C 1.166 2.380 2.761
N 1.785 1.934 1.632
C 0.199 1.475 3.392
C -0.639 1.833 4.416
C -1.621 0.930 4.861
C -1.735 -0.308 4.263
C -0.840 -0.671 3.259
N 0.134 0.215 2.852
C -0.770 -1.966 2.636
C -1.659 -3.004 2.944
C -1.425 -4.263 2.461
C -0.279 -4.491 1.693
C 0.560 -3.445 1.385
C 1.847 -3.729 0.670
N 0.302 -2.174 1.791
H 3.710 3.134 -0.831
H 2.373 1.998 -1.033
H 3.844 1.487 -0.192
H 3.485 4.712 0.828
H 2.453 5.497 2.954
H 0.927 3.983 4.168
H -0.578 2.812 4.867
H -2.294 1.210 5.659
H -2.503 -0.993 4.589
H -2.518 -2.808 3.568
H -2.096 -5.078 2.698
H -0.036 -5.485 1.347
H 1.760 -4.631 0.067
H 2.628 -3.899 1.416
H 2.156 -2.907 0.039
C 6.027 -2.012 5.375
C 4.923 -1.459 4.540
S 3.496 -0.627 5.183
C 4.727 -1.418 3.215
C 5.514 -1.896 2.048
S 3.192 -0.534 3.117
H 5.711 -2.105 6.413
H 6.905 -1.364 5.345
H 6.323 -2.999 5.021
H 6.438 -2.360 2.394
H 5.767 -1.065 1.388
H 4.951 -2.624 1.462
C 3.229 -0.918 -2.072
C 2.324 -0.783 -0.887
O 2.906 -0.578 0.318
N 1.038 -0.821 -0.910
Te -0.323 0.504 -2.586
C -1.607 1.811 -3.749
C -2.612 1.283 -4.575
C -2.859 -0.198 -4.728
C -3.409 2.155 -5.310
C -3.223 3.529 -5.273
C -4.099 4.462 -6.063
C -2.176 4.024 -4.508
C -1.357 3.189 -3.759
C -0.206 3.820 -3.007
C -1.825 -0.720 -1.693
C -2.905 -0.163 -0.992
C -3.298 1.292 -1.012
C -3.737 -1.016 -0.270
C -3.545 -2.388 -0.233
C -4.472 -3.285 0.540
C -2.499 -2.915 -0.976
C -1.646 -2.113 -1.725
C -0.648 -2.823 -2.605
H 4.210 -1.277 -1.766
H 3.350 0.063 -2.539
H 2.783 -1.588 -2.803
H -1.918 -0.748 -4.801
H -3.436 -0.393 -5.630
H -3.416 -0.603 -3.883
H -4.188 1.745 -5.943
H -4.814 3.913 -6.673
H -3.499 5.093 -6.720
H -4.656 5.122 -5.395
H -1.978 5.091 -4.506
H 0.162 4.688 -3.553
H 0.627 3.124 -2.886
H -0.518 4.147 -2.016
H -2.467 1.974 -1.174
H -3.781 1.561 -0.072
H -4.012 1.470 -1.820
H -4.571 -0.583 0.271
H -5.092 -2.712 1.228
H -3.911 -4.029 1.108
H -5.134 -3.824 -0.140
H -2.351 -3.990 -0.998
H -0.120 -3.595 -2.043
H 0.088 -2.152 -3.032
H -1.181 -3.316 -3.422
O -0.403 1.166 0.365
C -0.453 1.877 -0.617


Entry 3:
ORCA calculation (ωB97M-V with the def2-TZVPD basis set) on a structure of composition C42H46N2O4PRbS5.

Values from the calculation:
**E**: -4394.724588 Ha
**Net charge**: -2
**Gap between HOMO and LUMO (alpha / beta)**: 3.71 / 3.82 eV
**LUMO (alpha / beta)**: 0.121 / 0.123 Eh

Element x y z (Å)
Rb 14.767 13.793 13.997
C 14.188 15.853 17.376
O 14.968 14.737 16.907
C 15.776 14.145 17.862
C 15.974 14.727 19.120
C 16.705 14.066 20.082
C 17.298 12.851 19.814
C 17.066 12.270 18.565
C 16.319 12.921 17.584
N 15.990 12.279 16.355
N 16.696 11.229 16.135
C 16.610 10.394 15.021
C 15.561 10.415 14.042
O 14.586 11.191 14.059
C 15.596 9.460 12.981
C 16.681 8.687 12.711
C 17.848 8.797 13.526
C 19.035 8.174 13.176
C 20.220 8.340 13.898
C 20.142 9.057 15.092
C 18.978 9.657 15.529
C 17.785 9.626 14.724
H 14.798 16.676 17.762
H 13.479 15.555 18.156
H 13.592 16.232 16.536
H 15.553 15.664 19.445
H 16.772 14.497 21.091
H 17.838 12.348 20.635
H 17.433 11.275 18.292
H 14.635 9.444 12.454
H 16.702 7.919 11.920
H 18.991 7.673 12.212
H 21.142 7.937 13.486
H 21.028 9.270 15.625
H 19.073 10.256 16.434
C 13.505 18.309 12.946
C 13.100 19.133 13.994
C 14.019 19.866 14.878
C 13.546 20.607 15.889
C 12.153 20.698 16.203
C 11.243 20.044 15.325
C 11.701 19.333 14.253
H 14.578 18.102 12.798
H 12.769 17.660 12.450
H 15.068 19.868 14.638
H 14.260 21.160 16.523
H 11.809 21.408 16.966
H 10.208 20.261 15.545
H 10.972 18.899 13.562
C 11.011 15.688 13.303
C 10.348 14.806 14.365
C 8.890 14.729 14.094
C 10.556 15.452 15.719
P 11.381 13.266 14.293
C 10.850 12.474 12.735
C 9.561 11.866 12.514
C 9.169 11.434 11.257
C 9.973 11.691 10.150
C 11.232 12.254 10.364
C 11.668 12.583 11.633
C 10.902 12.066 15.590
C 9.469 12.122 16.114
C 11.863 12.278 16.774
C 11.290 10.680 15.081
H 10.493 16.643 13.245
H 11.118 15.201 12.349
H 12.027 15.930 13.640
H 8.501 15.753 14.257
H 8.402 14.104 14.776
H 8.758 14.418 13.091
H 10.239 16.492 15.625
H 11.570 15.491 16.113
H 9.873 14.953 16.466
H 8.887 11.732 13.375
H 8.196 10.964 11.098
H 9.656 11.350 9.133
H 11.899 12.469 9.500
H 12.641 13.024 11.762
H 9.317 13.094 16.588
H 9.406 11.319 16.864
H 8.700 11.986 15.327
H 11.887 13.321 17.126
H 12.901 12.078 16.423
H 11.668 11.642 17.581
H 10.662 10.219 14.317
H 11.310 9.996 15.927
H 12.300 10.785 14.668
C 12.940 16.091 8.628
S 13.716 15.036 7.391
C 14.078 13.474 8.112
C 14.717 13.256 9.283
S 15.343 14.354 10.449
S 14.943 11.480 9.591
C 14.306 10.912 8.088
S 14.467 9.290 7.588
S 13.614 12.107 7.151
H 12.781 16.985 8.068
H 13.641 16.275 9.418
H 12.033 15.647 8.998
O 17.588 16.767 14.057
O 16.716 17.436 14.462


Entry 4:
ORCA calculation (ωB97M-V with the def2-TZVPD basis set) on a structure of composition C42H46N5O6Pt.

Values from the calculation:
**E**: -2472.593576 Ha
**Net charge**: -1
**Gap between HOMO and LUMO**: 7.56 eV
**LUMO**: 0.087 Eh

Element x y z (Å)
Pt -0.544 -0.132 -0.398
O 1.292 -1.009 -0.891
N 2.202 -1.843 -0.585
N 2.284 -2.186 0.630
O -0.054 -2.986 1.701
C 3.390 -3.036 0.880
C 4.542 -3.066 0.092
C 5.588 -3.910 0.425
C 5.513 -4.728 1.547
C 4.375 -4.688 2.340
C 3.323 -3.846 2.012
H 4.604 -2.418 -0.771
H 6.478 -3.922 -0.192
H 6.338 -5.381 1.804
H 4.305 -5.314 3.221
H 2.432 -3.808 2.627
C -1.950 2.709 3.641
C -1.651 3.710 2.537
C -1.795 5.150 2.991
O -2.533 3.451 1.445
C -1.738 3.165 0.286
C -0.466 2.645 0.935
O -0.336 3.542 2.041
C 0.785 2.527 0.052
O 0.555 1.477 -0.841
C 1.991 2.253 0.977
C 2.944 3.216 1.297
C 4.007 2.918 2.141
C 4.141 1.648 2.680
C 3.196 0.680 2.369
C 2.133 0.984 1.532
C 1.038 3.776 -0.801
C 1.453 3.609 -2.118
C 1.693 4.707 -2.932
C 1.512 5.995 -2.448
C 1.097 6.173 -1.136
C 0.869 5.073 -0.318
C -2.447 2.206 -0.701
O -2.285 0.877 -0.328
C -3.967 2.464 -0.763
C -4.566 3.676 -0.437
C -5.934 3.860 -0.601
C -6.729 2.839 -1.097
C -6.137 1.632 -1.445
C -4.772 1.455 -1.285
C -1.980 2.515 -2.146
C -1.645 1.487 -3.017
C -1.281 1.753 -4.329
C -1.259 3.057 -4.803
C -1.624 4.089 -3.952
C -1.987 3.817 -2.642
H -3.000 2.779 3.927
H -1.322 2.910 4.510
H -1.755 1.698 3.283
H -2.766 5.304 3.463
H -1.710 5.810 2.127
H -1.007 5.393 3.704
H -1.507 4.103 -0.225
H -0.646 1.636 1.318
H 2.873 4.210 0.879
H 4.738 3.686 2.368
H 4.976 1.412 3.328
H 3.287 -0.325 2.763
H 1.420 0.209 1.288
H 1.557 2.602 -2.496
H 2.005 4.552 -3.958
H 1.688 6.852 -3.088
H 0.950 7.172 -0.742
H 0.555 5.221 0.707
H -3.972 4.483 -0.035
H -6.378 4.811 -0.331
H -7.796 2.983 -1.218
H -6.740 0.829 -1.854
H -4.301 0.528 -1.583
H -1.646 0.467 -2.656
H -1.001 0.933 -4.979
H -0.962 3.266 -5.823
H -1.619 5.114 -4.303
H -2.285 4.643 -2.008
C -2.152 -4.828 1.398
N -1.723 -3.875 0.371
C -0.311 -3.597 0.462
C -2.504 -2.766 0.128
N -2.042 -1.579 -0.073
N -3.874 -3.009 0.116
C -4.797 -1.896 0.173
C -4.390 -4.179 -0.571
H -1.732 -4.548 2.365
H -1.793 -5.823 1.129
H -3.232 -4.857 1.486
H 0.231 -4.546 0.363
H 0.812 -2.537 1.579
H -0.048 -2.951 -0.372
H -2.796 -0.939 -0.314
H -4.442 -1.134 0.866
H -5.760 -2.263 0.529
H -4.954 -1.426 -0.806
H -3.573 -4.815 -0.898
H -4.961 -3.874 -1.456
H -5.055 -4.761 0.075